The following is a DFT calculation (ωB97M-V/def2-TZVPD) of 3 unconnected molecules or ions with the total composition CH4N2OS.

Structure (XYZ):
```
9
Properties=species:S:1:pos:R:3:lowdin_charge:R:1
C -1.047 1.031 1.754 -0.4454
N -1.664 0.102 1.250 0.1051
N 1.229 -1.150 -0.801 -0.4739
O -0.475 1.739 2.507 0.1290
S 0.128 0.071 -0.829 0.6189
H -1.903 -0.014 0.299 -0.0169
H 0.029 0.105 -2.734 0.0795
H 1.920 -0.966 -1.473 -0.0188
H 1.782 -0.918 0.027 0.0225
```

Computed properties:
Net charge   0
Lowest unoccupied orbital energy   -0.03088 Eh